ORCA calculation (ωB97M-V with the def2-TZVPD basis set) on C29H29BN11O5Y as an isolated structure.

As for the HOMO-LUMO gap (alpha / beta): 7.7666 / 7.2822 eV. As for the multiplicity: 2. The value obtained for the highest occupied orbital energy (alpha / beta) is -10.86 / -11.56 eV. The value obtained for the energy relative to the best compared isomer or geometry (same formula, charge and spin) is 45.2 kJ/mol. Its net charge is +1.

Atoms and positions in Å:
1 Y -0.481 0.256 0.729
2 C -3.787 1.149 -0.472
3 C -2.938 1.696 -1.588
4 C -2.211 2.721 -1.125
5 C -2.485 2.901 0.316
6 C -3.384 1.990 0.709
7 H -4.834 1.372 -0.715
8 H -2.976 1.329 -2.607
9 H -1.536 3.342 -1.698
10 H -2.035 3.672 0.927
11 H -3.793 1.854 1.703
12 C 0.235 3.581 3.742
13 C -0.550 2.597 3.148
14 N 0.113 1.998 2.158
15 N 1.342 2.573 2.109
16 C 1.429 3.530 3.049
17 B 2.450 2.080 1.125
18 N 2.657 0.536 1.360
19 C 3.817 -0.136 1.463
20 C 3.536 -1.454 1.771
21 C 2.146 -1.508 1.841
22 N 1.618 -0.310 1.585
23 N 1.944 2.275 -0.335
24 C 2.438 2.979 -1.370
25 C 1.647 2.742 -2.479
26 C 0.672 1.863 -2.028
27 N 0.837 1.581 -0.736
28 N 3.755 2.777 1.471
29 C 4.385 2.650 2.676
30 C 5.530 3.393 2.631
31 C 5.528 3.950 1.333
32 N 4.469 3.579 0.640
33 H -0.025 4.234 4.559
34 H -1.556 2.287 3.390
35 H 2.326 4.116 3.168
36 H 4.766 0.359 1.320
37 H 4.239 -2.254 1.940
38 H 1.501 -2.346 2.056
39 H 3.322 3.579 -1.234
40 H 1.767 3.149 -3.470
41 H -0.143 1.413 -2.578
42 H 3.969 2.043 3.469
43 H 6.262 3.523 3.412
44 H 6.258 4.607 0.880
45 O -5.005 -4.404 -2.503
46 C -5.454 -3.062 -2.423
47 C -4.406 -2.268 -1.689
48 C -4.708 -1.153 -0.982
49 C -3.669 -0.384 -0.249
50 N -2.288 -0.796 -0.463
51 C -2.049 -1.884 -1.147
52 C -3.057 -2.664 -1.757
53 C -0.614 -2.264 -1.334
54 C -0.233 -3.504 -1.807
55 C 1.113 -3.764 -2.035
56 C 1.551 -5.104 -2.579
57 O 0.627 -6.140 -2.321
58 C 2.028 -2.751 -1.785
59 C 1.570 -1.550 -1.280
60 N 0.282 -1.311 -1.037
61 H -5.715 -4.961 -2.833
62 H -6.405 -2.979 -1.893
63 H -5.589 -2.636 -3.421
64 H -5.733 -0.807 -0.890
65 H -3.865 -0.538 0.822
66 H -2.810 -3.555 -2.313
67 H -0.953 -4.288 -1.998
68 H 2.551 -5.339 -2.211
69 H 1.621 -5.023 -3.664
70 H 0.681 -6.401 -1.396
71 H 3.090 -2.895 -1.957
72 H 2.263 -0.748 -1.041
73 O -0.839 -1.761 1.777
74 N -1.783 -1.303 2.519
75 O -2.421 -1.993 3.263
76 O -2.003 -0.035 2.387

Results of the Mulliken charge analysis, in e, for atoms 1 through 2: 0.480, 0.113